Entry 1:
Here is a cluster of 3 separate species, C34H30FNO8SSi in total from the Open Molecules 2025 dataset. Energies are from wB97M-V/def2-TZVPD.

Results
HOMO level = -0.358 hartree
SMILES = CC(=O)OCN([Si](C)(C)C)S(=O)(=O)F.O=C1c2ccccc2C(=O)c2ccccc21.O=C1c2ccccc2C(=O)c2ccccc21
LUMO energy = -0.0356 Ha
F_max = 0.80 eV/Å

Each line ends with the Löwdin charge.
Atoms and positions in Å:
1 C 2.05 -3.27 -8.07  0.02
2 C 1.65 -4.33 -7.09  -0.51
3 O 1.25 -5.40 -7.39  0.16
4 O 1.72 -3.99 -5.76  0.00
5 C 2.74 -3.10 -5.37  -0.27
6 N 2.93 -3.18 -3.91  -0.23
7 Si 4.24 -2.01 -3.36  0.50
8 C 3.44 -0.90 -2.10  -0.16
9 C 5.77 -2.84 -2.71  -0.16
10 C 4.77 -0.94 -4.80  -0.16
11 S 3.13 -4.73 -3.40  0.56
12 O 4.34 -5.28 -3.92  -0.23
13 O 1.93 -5.49 -3.42  -0.22
14 F 3.38 -4.36 -1.91  -0.15
15 H 3.13 -3.32 -8.25  0.10
16 H 1.83 -2.27 -7.70  0.09
17 H 1.53 -3.44 -9.00  0.10
18 H 2.43 -2.07 -5.57  0.12
19 H 3.66 -3.33 -5.91  0.13
20 H 2.49 -0.54 -2.48  0.02
21 H 4.07 -0.02 -1.96  0.04
22 H 3.30 -1.39 -1.14  0.04
23 H 6.31 -3.30 -3.53  0.04
24 H 6.39 -2.02 -2.32  0.05
25 H 5.62 -3.54 -1.90  0.03
26 H 5.46 -0.18 -4.43  0.04
27 H 3.94 -0.45 -5.31  0.04
28 H 5.32 -1.54 -5.53  0.04
29 C -4.94 2.06 1.19  -0.05
30 C -5.89 1.05 1.12  -0.05
31 C -5.53 -0.19 0.61  0.00
32 C -4.24 -0.42 0.17  -0.08
33 C -3.29 0.61 0.22  -0.09
34 C -3.65 1.85 0.74  -0.02
35 C -1.90 0.40 -0.27  -0.28
36 O -1.08 1.29 -0.21  0.10
37 C -1.56 -0.93 -0.84  -0.08
38 C -0.28 -1.13 -1.34  0.00
39 C 0.07 -2.37 -1.87  -0.05
40 C -0.86 -3.41 -1.89  -0.04
41 C -2.13 -3.21 -1.39  0.00
42 C -2.49 -1.97 -0.87  -0.08
43 C -3.88 -1.77 -0.36  -0.28
44 O -4.68 -2.68 -0.36  0.11
45 H -5.21 3.03 1.60  0.11
46 H -6.90 1.22 1.46  0.11
47 H -6.26 -1.00 0.56  0.12
48 H -2.91 2.64 0.79  0.12
49 H 0.43 -0.32 -1.32  0.11
50 H 1.06 -2.53 -2.27  0.07
51 H -0.57 -4.37 -2.30  0.11
52 H -2.86 -4.01 -1.40  0.12
53 C -1.52 7.09 7.60  -0.06
54 C -2.47 7.30 6.61  -0.06
55 C -2.71 6.31 5.66  0.00
56 C -1.99 5.13 5.70  -0.08
57 C -1.03 4.93 6.69  -0.08
58 C -0.80 5.91 7.65  0.00
59 C -0.22 3.67 6.74  -0.28
60 O 0.61 3.50 7.61  0.11
61 C -0.46 2.65 5.69  -0.08
62 C 0.31 1.49 5.68  0.00
63 C 0.09 0.52 4.71  -0.05
64 C -0.90 0.70 3.75  -0.04
65 C -1.67 1.86 3.76  0.01
66 C -1.45 2.83 4.72  -0.08
67 C -2.27 4.07 4.68  -0.27
68 O -3.14 4.23 3.85  0.10
69 H -1.34 7.86 8.35  0.11
70 H -3.03 8.22 6.57  0.11
71 H -3.44 6.46 4.88  0.12
72 H -0.06 5.74 8.41  0.12
73 H 1.07 1.36 6.43  0.12
74 H 0.69 -0.38 4.71  0.11
75 H -1.08 -0.06 3.00  0.11
76 H -2.44 2.01 3.02  0.09



Entry 2:
Here is a structure of composition C22H23F5GeN3O3SZr in a non-equilibrium geometry from the Open Molecules 2025 dataset. Energies are from wB97M-V/def2-TZVPD.

Results
charge = +1
HOMO level = -0.404 hartree
LUMO energy = -0.2467 Ha
F_max = 3.95 eV/Å
relative energy (zero: lowest compared OMol25 entry of this formula, charge and spin) = 6.2159 eV

Each line ends with the Löwdin charge.
Atoms and positions in Å:
1 Zr -0.17 0.31 0.58  1.66
2 C -0.48 3.42 3.44  -0.01
3 C -0.07 2.06 2.94  -0.42
4 O -0.80 1.57 1.96  -0.23
5 C 0.96 1.39 3.55  0.01
6 C 1.29 0.02 3.31  -0.27
7 C 1.99 -0.80 4.34  0.00
8 N 0.86 -0.53 2.20  -0.12
9 N 0.88 -1.90 1.99  0.11
10 C -0.18 -2.28 1.32  -0.42
11 O -1.08 -1.39 0.91  -0.24
12 C -0.36 -3.69 0.97  -0.16
13 C 0.64 -4.63 1.24  -0.03
14 C 0.45 -5.95 0.88  -0.07
15 C -0.72 -6.35 0.24  -0.07
16 C -1.71 -5.41 -0.03  -0.07
17 C -1.53 -4.09 0.34  -0.02
18 H -1.57 3.45 3.54  0.10
19 H -0.19 4.19 2.72  0.06
20 H -0.02 3.64 4.39  0.09
21 H 1.44 1.87 4.38  0.12
22 H 2.44 -0.15 5.10  0.09
23 H 2.75 -1.42 3.88  0.09
24 H 1.28 -1.47 4.83  0.10
25 H 1.54 -4.32 1.74  0.11
26 H 1.22 -6.68 1.09  0.11
27 H -0.86 -7.38 -0.04  0.11
28 H -2.63 -5.72 -0.51  0.11
29 H -2.30 -3.35 0.15  0.11
30 F -3.95 4.96 -3.41  0.19
31 C -2.94 4.67 -2.63  -0.11
32 C -2.95 3.50 -1.88  -0.12
33 F -3.97 2.67 -1.94  0.16
34 C -1.88 3.22 -1.06  -0.18
35 F -1.96 2.09 -0.32  0.04
36 C -0.76 4.05 -0.98  -0.32
37 S 0.65 3.68 0.01  1.23
38 C -0.78 5.21 -1.75  -0.21
39 F 0.27 6.02 -1.71  0.12
40 C -1.85 5.53 -2.55  -0.12
41 F -1.85 6.65 -3.26  0.17
42 O 1.51 1.32 0.36  -0.32
43 N 0.71 2.08 -0.41  -0.44
44 C 1.52 1.17 -3.22  -0.19
45 Ge 0.97 -0.49 -2.30  0.75
46 C 2.22 -1.34 -1.01  -0.19
47 C 0.85 -1.91 -3.68  -0.20
48 C -0.86 -0.22 -1.62  -0.28
49 H 2.61 1.29 -3.21  0.03
50 H 1.07 2.05 -2.77  -0.02
51 H 1.20 1.10 -4.26  0.03
52 H 3.10 -1.60 -1.60  0.04
53 H 1.79 -2.26 -0.63  0.02
54 H 2.55 -0.71 -0.19  0.00
55 H 1.83 -1.96 -4.16  0.03
56 H 0.10 -1.70 -4.43  0.02
57 H 0.64 -2.87 -3.21  0.02
58 H -1.46 -1.12 -1.48  0.00
59 H -1.43 0.55 -2.13  0.00



Entry 3:
Here is a cluster of 2 separate species, C2H8N2O2 in total in a non-equilibrium geometry from the Open Molecules 2025 dataset. Energies are from wB97M-V/def2-TZVPD.

Results
HOMO level = -0.346 hartree
SMILES = NCC(N)=O.O
LUMO energy = 0.0241 Ha
F_max = 4.92 eV/Å
relative energy (zero: lowest compared OMol25 entry of this formula, charge and spin) = 0.8920 eV

Each line ends with the Löwdin charge.
Atoms and positions in Å:
1 O -1.44 -0.40 2.89  0.09
2 C -1.28 0.38 2.04  -0.61
3 N -2.31 1.06 1.52  0.15
4 N 0.00 0.00 0.00  -0.01
5 C 0.07 0.66 1.31  -0.20
6 H -2.07 1.74 0.79  0.11
7 H -3.21 1.10 1.99  0.13
8 H -0.13 -0.99 0.25  0.08
9 H -0.84 0.27 -0.53  0.07
10 H 0.96 0.23 1.81  0.12
11 H 0.23 1.75 1.21  0.11
12 O -1.84 -3.45 4.32  -0.09
13 H -1.56 -3.10 5.19  0.05
14 H -1.52 -2.78 3.67  0.02



Entry 4:
Here is a structure of composition C41H42IrN5OSi from the Open Molecules 2025 dataset. Energies are from wB97M-V/def2-TZVPD.

Results
charge = +2
HOMO level = -0.488 hartree
LUMO energy = -0.2121 Ha
F_max = 0.34 eV/Å
relative energy (zero: lowest compared OMol25 entry of this formula, charge and spin) = 0.1239 eV

Each line ends with the Löwdin charge.
Atoms and positions in Å:
1 Ir 0.30 -0.72 0.12  1.42
2 C -0.89 2.03 -0.50  -0.12
3 N 0.24 1.41 0.26  -0.26
4 C 0.33 1.91 1.67  -0.08
5 C 0.09 0.78 2.62  -0.24
6 C -0.05 0.95 3.98  0.02
7 C -0.24 -0.15 4.79  0.00
8 C -0.29 -1.41 4.21  -0.01
9 C -0.14 -1.53 2.85  -0.06
10 N 0.05 -0.44 2.08  -0.06
11 C 1.51 1.79 -0.45  -0.11
12 C 2.64 0.92 0.03  -0.25
13 C 3.94 1.35 0.14  0.02
14 C 4.92 0.42 0.52  0.00
15 C 4.55 -0.88 0.78  0.00
16 C 3.21 -1.24 0.66  -0.07
17 N 2.29 -0.34 0.30  -0.06
18 C -2.27 1.90 0.10  -0.29
19 C -3.35 2.33 -0.67  -0.01
20 C -4.62 2.24 -0.13  -0.03
21 C -4.77 1.73 1.16  -0.04
22 C -3.63 1.33 1.84  -0.11
23 N -2.40 1.41 1.32  0.10
24 H -0.89 1.54 -1.48  0.13
25 H -0.65 3.09 -0.67  0.15
26 H -0.39 2.70 1.84  0.14
27 H 1.33 2.31 1.84  0.14
28 H -0.01 1.95 4.41  0.14
29 H -0.35 -0.04 5.86  0.13
30 H -0.44 -2.31 4.81  0.12
31 H -0.16 -2.48 2.33  0.09
32 H 1.72 2.85 -0.32  0.15
33 H 1.35 1.60 -1.52  0.14
34 H 4.20 2.37 -0.08  0.13
35 H 5.95 0.73 0.60  0.13
36 H 5.27 -1.63 1.06  0.13
37 H 2.86 -2.24 0.84  0.12
38 H -3.20 2.73 -1.66  0.13
39 H -5.48 2.57 -0.70  0.12
40 H -5.74 1.66 1.62  0.12
41 H -3.70 0.94 2.85  0.12
42 C -1.79 -3.83 -2.53  -0.09
43 C -0.37 -4.42 -2.53  -0.60
44 C -0.47 -5.95 -2.61  -0.07
45 C 0.37 -3.89 -3.76  -0.08
46 Si 0.65 -3.98 -1.00  0.54
47 O 0.69 -2.33 -0.78  -0.47
48 C 0.01 -4.58 0.66  -0.22
49 C 0.84 -5.17 1.62  -0.08
50 C 0.37 -5.50 2.88  -0.07
51 C -0.95 -5.27 3.22  -0.08
52 C -1.81 -4.69 2.29  -0.09
53 C -1.33 -4.35 1.03  -0.12
54 C 2.41 -4.52 -1.26  -0.24
55 C 2.82 -5.85 -1.09  -0.10
56 C 4.13 -6.24 -1.35  -0.06
57 C 5.05 -5.31 -1.81  -0.07
58 C 4.66 -3.99 -2.00  -0.08
59 C 3.36 -3.61 -1.73  -0.12
60 H -2.30 -4.11 -3.45  0.09
61 H -1.76 -2.74 -2.49  0.06
62 H -2.40 -4.20 -1.70  0.07
63 H -1.03 -6.24 -3.51  0.09
64 H -0.99 -6.38 -1.75  0.09
65 H 0.51 -6.42 -2.69  0.08
66 H -0.18 -4.14 -4.67  0.09
67 H 1.37 -4.32 -3.85  0.08
68 H 0.48 -2.80 -3.73  0.08
69 H 1.88 -5.36 1.38  0.10
70 H 1.04 -5.96 3.60  0.11
71 H -1.33 -5.56 4.19  0.11
72 H -2.85 -4.53 2.53  0.11
73 H -2.01 -3.90 0.32  0.07
74 H 2.12 -6.60 -0.74  0.11
75 H 4.42 -7.27 -1.21  0.11
76 H 6.07 -5.61 -2.02  0.11
77 H 5.38 -3.26 -2.38  0.11
78 H 3.06 -2.58 -1.91  0.09
79 N -1.67 -1.10 -0.14  0.08
80 C -2.78 -1.32 -0.26  -0.07
81 C -4.17 -1.61 -0.42  -0.22
82 C -4.94 -1.89 0.71  -0.03
83 C -6.28 -2.17 0.55  -0.04
84 C -6.85 -2.16 -0.72  -0.03
85 C -6.07 -1.88 -1.84  -0.04
86 C -4.73 -1.61 -1.70  -0.01
87 H -4.48 -1.89 1.69  0.12
88 H -6.89 -2.39 1.42  0.12
89 H -7.90 -2.38 -0.84  0.12
90 H -6.52 -1.89 -2.82  0.12
91 H -4.11 -1.40 -2.57  0.12



no.,HOMO-LUMO gap (eV)
1,8.8
2,4.3
3,10.1
4,7.5